The following is a quantum chemistry calculation of a molecular structure, C46H59N4O2PtSbSi3Te, from the OMol25 dataset.

Element x y z (Å)
Pt (4.34420, -18.30522, 14.92689)
N (4.29179, -18.57447, 17.19801)
N (3.12235, -19.31832, 17.59658)
C (3.42172, -20.69911, 18.08592)
O (2.53105, -21.49646, 18.02232)
O (4.59928, -20.83838, 18.61562)
H (5.12283, -18.98039, 17.50133)
H (4.17643, -17.64920, 17.48383)
H (2.63704, -19.45796, 16.72826)
C (8.37620, -15.85635, 13.33334)
Sb (6.80985, -17.29983, 12.95141)
C (6.43149, -17.84133, 14.97925)
C (6.57067, -16.71855, 16.02008)
C (6.33234, -15.36163, 15.77101)
C (6.36863, -14.44660, 16.82920)
C (6.57396, -14.93501, 18.11887)
C (6.92474, -16.25957, 18.31648)
N (6.88581, -17.08413, 17.28260)
Si (7.49099, -19.40289, 15.16515)
C (9.25226, -19.06712, 14.57588)
C (6.80791, -20.88194, 14.28311)
C (7.74493, -20.12917, 16.93535)
C (5.03634, -15.88714, 12.49377)
C (4.23322, -15.34347, 13.60001)
C (3.78053, -14.01245, 13.58269)
C (2.92192, -13.58071, 14.54745)
C (2.43953, -14.44651, 15.48475)
C (2.88854, -15.74105, 15.46369)
N (3.77886, -16.20431, 14.56732)
Si (5.83355, -14.59761, 11.29575)
C (6.68669, -13.17591, 12.24365)
C (4.53154, -13.80118, 10.19618)
C (7.20559, -15.39194, 10.19229)
Si (3.86391, -16.96002, 11.40604)
C (4.53564, -17.05658, 9.62181)
C (2.08267, -16.43160, 11.39404)
C (3.91008, -18.80252, 11.76373)
H (8.94197, -16.37952, 14.10194)
H (8.05930, -14.88461, 13.71626)
H (8.95005, -15.65105, 12.40665)
H (6.19147, -15.04960, 14.74705)
H (6.16077, -13.37440, 16.60388)
H (6.57427, -14.22428, 18.97627)
H (7.20921, -16.67241, 19.28663)
H (9.39195, -18.46548, 13.70197)
H (9.83270, -19.94350, 14.43685)
H (9.67926, -18.49173, 15.42636)
H (6.57601, -20.74982, 13.21342)
H (5.87799, -21.33296, 14.74325)
H (7.61114, -21.67453, 14.43060)
H (8.03565, -19.28368, 17.52448)
H (8.56131, -20.83742, 16.94928)
H (6.86009, -20.63634, 17.39671)
H (4.14108, -13.21725, 12.82595)
H (2.61567, -12.55840, 14.52976)
H (1.75817, -14.16283, 16.23236)
H (2.58948, -16.49145, 16.22651)
H (6.55434, -13.32213, 13.32331)
H (6.25351, -12.22633, 11.98551)
H (7.72099, -13.17712, 11.93381)
H (4.40324, -12.75165, 10.45001)
H (3.52906, -14.35267, 10.29940)
H (4.68298, -13.76766, 9.14112)
H (6.93413, -16.19733, 9.55223)
H (8.07298, -15.64601, 10.75942)
H (7.36922, -14.48681, 9.55700)
H (4.56238, -16.11844, 9.12312)
H (3.66781, -17.64704, 9.16409)
H (5.49909, -17.49228, 9.36444)
H (1.92253, -15.38459, 11.08693)
H (1.59615, -16.71746, 12.31061)
H (1.68561, -17.01540, 10.57088)
H (4.90657, -19.15577, 11.90285)
H (3.58903, -19.27556, 10.85821)
H (3.27282, -19.07056, 12.60049)
C (3.83738, -22.96147, 15.96374)
Te (4.81264, -23.23930, 17.89114)
C (6.48260, -23.74919, 16.58349)
C (5.87881, -24.11289, 15.24421)
C (6.65889, -24.83544, 14.35824)
C (6.19461, -25.21081, 13.12464)
C (4.90456, -24.81351, 12.77068)
C (4.09195, -24.12261, 13.64974)
C (4.57951, -23.80664, 14.93584)
H (3.82073, -21.90871, 15.72537)
H (2.78413, -23.28160, 16.13111)
H (7.04112, -24.54750, 16.99700)
H (7.04946, -22.74686, 16.46127)
H (7.56739, -25.25912, 14.79634)
H (6.79935, -25.79755, 12.45731)
H (4.60299, -25.09267, 11.76054)
H (3.09739, -23.80497, 13.37175)
C (2.42457, -18.80242, 14.63902)
C (1.21724, -18.82898, 14.39676)
C (-0.07828, -18.94668, 14.01097)
C (-0.68686, -17.75056, 13.51217)
C (-1.39764, -17.57965, 12.28673)
C (-1.68039, -16.32729, 11.83097)
C (-1.27471, -15.21025, 12.56225)
C (-0.65309, -15.33727, 13.77516)
C (-0.36043, -16.58906, 14.25273)
C (-0.76113, -20.25205, 14.04267)
C (0.00100, -21.44468, 14.15719)
C (-0.69741, -22.70282, 14.12008)
C (-2.01380, -22.75683, 13.77585)
C (-2.77923, -21.58199, 13.69312)
C (-2.15263, -20.37995, 13.87845)
H (-1.45336, -18.47215, 11.68995)
H (-2.07741, -16.20110, 10.82457)
H (-1.50394, -14.23396, 12.15448)
H (-0.39450, -14.41831, 14.32455)
H (0.14581, -16.72694, 15.16168)
H (1.07571, -21.28348, 14.28856)
H (-0.07434, -23.53280, 14.27492)
H (-2.35026, -23.78438, 13.61457)
H (-3.86645, -21.61489, 13.52213)
H (-2.71688, -19.47148, 13.81170)

Cartesian forces, eV/Å:
0.8419 -0.4599 -0.4017
-2.3853 -0.5765 -1.5608
1.2503 -1.4987 0.4393
1.4918 3.4387 0.8875
-1.1851 -1.4776 -0.2796
-0.6416 -0.1477 -1.0302
1.8092 -0.8010 0.9439
0.2078 1.5847 1.0500
-0.9073 -0.0498 -0.3222
-0.0141 0.4582 -0.4091
-0.5883 0.6521 -0.4506
0.3470 0.7614 1.0210
0.2733 -0.6346 0.3021
0.5274 0.3136 0.3103
-0.6703 -0.2364 -0.7397
0.5083 1.7005 1.2529
-0.6264 0.5087 -1.0573
0.2307 -1.4477 -0.3830
-0.0838 -0.2735 1.1409
-0.4170 0.9328 1.2391
-0.4780 -1.4552 -0.2077
-0.9235 0.0986 -0.5863
0.7918 -0.2052 -0.6748
-0.4483 -0.7017 -0.1457
1.1133 1.0456 -1.1396
-0.1734 0.5884 -0.3312
0.2424 -0.8879 0.2462
0.5158 -1.1123 0.4502
-0.4488 1.4911 -0.1006
0.3624 -0.6270 0.0321
-0.5772 -0.9536 0.0237
-1.8068 -0.6451 0.5331
-1.2039 1.9915 0.2099
1.3707 -0.8146 -0.4222
-1.6487 -0.5750 -0.2081
0.6578 0.6203 -0.8693
-0.5323 0.7803 0.4337
0.3659 0.2535 -0.1124
-0.0079 -0.2907 0.0703
-0.0499 -0.4290 0.8003
-0.0142 0.2201 0.2070
0.2531 -0.9485 0.4543
-0.0182 -0.6289 -0.7140
-0.1252 0.1422 -0.2411
-0.0823 0.3603 -0.6222
0.5334 -1.0170 0.0375
0.0675 -0.2567 -0.4296
0.2787 -0.1837 0.2706
0.8713 0.6996 -0.3199
-0.8340 0.7741 -0.5070
0.0683 0.3408 0.7303
0.3562 -0.3192 -0.2047
0.5160 0.6273 -0.3613
-0.5372 -1.8105 1.1857
-0.2623 0.5546 0.1012
-0.7653 0.4290 0.8038
-0.0433 0.6969 -0.6428
0.3923 0.1355 -0.2045
-0.2138 0.4874 -0.1559
0.4584 0.1075 0.2919
-0.2632 0.1013 0.3562
1.3298 1.0398 0.0316
0.5907 -0.3052 -0.8927
-0.2515 -0.4837 -0.3458
0.6332 0.0361 0.0624
0.4497 -0.6728 0.2173
-0.2485 0.9258 -0.5444
1.3216 0.5662 0.1904
-0.2537 -0.6182 0.5006
-0.0955 -0.3157 0.5722
-0.3707 0.1457 0.3645
-0.3925 -0.3378 -0.0988
0.8060 -0.2996 0.3403
-0.5664 -0.4053 -0.5737
-0.0174 -0.3473 -0.1540
-1.0106 -1.1503 0.2375
0.0866 -0.2854 -1.0611
-0.6486 2.6138 -0.6371
0.4780 -0.5543 0.6184
0.7191 -0.9272 0.8221
-0.4829 0.4209 0.2291
0.2719 -0.2967 -0.7716
0.1760 0.1530 0.6879
-0.4070 1.0942 -0.1023
0.0849 0.3987 -0.0736
0.7224 0.2980 -0.1917
0.8394 -0.4883 0.4642
-0.4864 -1.8212 0.4265
0.1399 0.3534 -0.6256
0.0847 -0.1278 -0.1578
-0.4098 0.2440 0.3265
-0.0963 -0.0762 -0.0892
-0.8212 0.0501 0.3227
1.7717 -0.4654 0.4630
-1.6835 -1.8212 -0.3133
-0.5281 2.2601 -0.1921
1.4544 -1.3118 1.4759
0.2604 0.6560 -0.5787
-0.9772 0.2838 -0.9230
0.1310 0.9512 0.4835
-0.7137 -0.5336 -1.1550
0.9039 -0.7796 -0.3646
-1.6590 0.1394 0.3092
2.2282 3.2738 -0.3049
-0.5481 -0.8497 0.1912
-0.3473 -0.8345 0.0192
0.2937 0.6644 -0.3026
-0.6018 -0.1226 -0.3699
-0.1403 0.0264 0.2896
0.0994 0.0863 0.0591
-0.0245 -0.6166 -0.1522
0.5991 -0.0495 1.1016
-0.3241 -0.6454 0.0571
0.3278 -1.4046 0.0098
-0.7211 0.5535 0.0565
0.6641 -0.0429 0.0084
-0.3661 0.3244 0.0476

Values from the calculation:
multiplicity	5
total energy	-99420.075	eV
gap between HOMO and LUMO (spin up / spin down)	6.2 / 6.3	eV

Atomic partial charges in e from the Mulliken method, atoms 1 to 99: 3.343, -0.353, -0.534, 0.759, -0.612, -0.741, 0.222, 0.322, -0.064, -1.705, 0.478, 0.150, -1.130, 0.604, -0.460, -0.820, -0.645, -0.273, 0.562, -1.498, -0.200, -1.145, 0.459, -0.046, -0.821, -1.170, -1.227, -0.390, 0.935, 1.346, -1.438, -1.389, -1.429, 0.651, -1.608, -0.302, -0.860, 0.702, 0.326, 0.478, -0.429, 0.385, 0.368, 0.453, 0.304, 0.466, 0.350, 0.493, -0.424, 0.277, 0.402, 0.487, 0.083, -0.200, 0.530, 0.671, 0.313, 0.213, 0.529, 0.475, 0.514, 0.262, 0.496, 0.388, 0.297, 0.295, 0.534, 0.351, 0.272, 0.484, -0.667, 0.593, 0.079, 0.636, -0.143, -0.689, 0.391, -0.646, 0.712, -0.656, -0.754, -0.629, -0.802, 0.509, -0.054, 0.884, 0.711, -0.154, 0.381, 0.451, 0.375, 0.522, -2.480, 1.030, 0.321, 0.193, -0.209, -0.827, -0.537